No. 1
ORCA calculation (ωB97M-V/def2-TZVPD) on 13 unconnected molecules or ions with the total composition C52H88O26 at a distorted geometry.

Values from the calculation:
* orbital gap: 0.365 Eh
* charge: 0
* DFT total energy: -108584.16198 eV
* 2S+1: 1
* energy above the lowest of the compared OMol25 structures with the same formula, charge and spin: 0.0 kJ/mol

Structure (XYZ):
```
166
Properties=species:S:1:pos:R:3:forces:R:3
O 5.952 4.811 4.324 -0.17 0.36 0.42
C 5.382 4.424 3.340 0.59 0.24 -0.30
O 4.734 5.218 2.482 0.44 -0.79 -0.10
C 4.582 6.606 2.737 -1.06 -0.22 -0.59
C 3.613 7.001 1.636 -0.60 1.73 0.31
C 5.450 3.020 2.835 0.25 -0.01 0.05
H 5.477 7.218 2.629 0.43 -0.58 0.11
H 4.200 6.706 3.753 -0.10 0.34 -0.08
H 2.555 6.823 1.829 0.12 -0.59 0.23
H 3.850 6.637 0.636 0.32 -0.22 0.29
H 3.645 8.090 1.586 0.06 0.24 -0.25
H 4.487 2.517 2.921 0.10 -0.04 0.02
H 6.230 2.541 3.426 -0.28 -0.28 -0.12
H 5.744 3.060 1.786 -0.10 -0.17 0.00
O -0.693 14.176 -7.050 0.64 1.07 -0.30
C -0.479 15.241 -7.599 -0.10 -0.83 1.45
O 0.459 16.144 -7.209 -0.16 -0.16 -0.18
C 1.274 15.985 -6.008 0.90 -0.48 -1.00
C 2.486 15.024 -6.226 -1.38 -0.07 0.14
C -1.314 15.723 -8.747 0.59 0.99 -0.11
H 0.639 15.697 -5.170 0.10 -0.08 -0.08
H 1.692 16.983 -5.878 -0.37 0.04 0.24
H 3.069 14.960 -5.308 0.06 0.14 -0.04
H 3.119 15.325 -7.061 -0.09 0.21 0.11
H 2.097 14.028 -6.435 0.09 -0.05 -0.02
H -2.328 15.930 -8.405 -0.10 -0.70 -0.06
H -1.223 14.994 -9.552 -0.47 0.10 0.06
H -0.974 16.705 -9.077 0.30 -0.17 -0.22
O 12.976 11.680 2.064 -1.41 0.43 -1.45
C 12.587 11.721 0.907 -0.15 -0.32 1.04
O 11.310 12.036 0.449 1.89 -0.13 -0.57
C 10.272 12.354 1.345 -0.48 -0.21 1.10
C 8.959 12.698 0.672 -0.12 -0.15 -0.80
C 13.486 11.380 -0.250 -0.49 0.09 -0.53
H 10.551 13.203 1.969 0.25 -0.12 0.18
H 10.144 11.461 1.956 -0.16 0.20 0.43
H 8.210 12.958 1.420 0.19 0.10 0.14
H 8.518 11.891 0.085 0.25 -0.31 0.10
H 9.043 13.522 -0.037 0.19 0.22 0.18
H 12.859 11.223 -1.128 0.26 0.09 -0.10
H 14.091 10.489 -0.082 -0.17 0.10 0.34
H 14.167 12.213 -0.420 -0.04 0.03 -0.06
O 15.338 13.773 -6.343 2.80 1.53 -2.24
C 16.024 14.204 -7.303 -2.81 -1.26 1.13
O 17.187 14.853 -7.297 -0.05 -0.53 -0.59
C 17.962 15.011 -6.120 -0.32 -0.60 0.84
C 19.339 15.544 -6.461 -0.84 0.29 0.06
C 15.571 14.032 -8.753 0.12 -0.21 0.09
H 18.075 14.056 -5.607 -0.21 -0.24 -0.10
H 17.335 15.617 -5.467 0.57 0.42 0.26
H 19.956 14.845 -7.026 -0.22 -0.15 0.08
H 19.809 15.741 -5.498 0.26 0.31 -0.22
H 19.201 16.440 -7.066 0.38 0.20 0.22
H 15.041 14.894 -9.159 0.26 0.31 0.28
H 14.868 13.209 -8.877 0.22 -0.11 0.36
H 16.465 13.859 -9.353 -0.17 0.03 -0.15
O 12.099 8.761 11.789 -0.01 -0.74 -0.48
C 11.711 7.688 11.371 -0.21 1.81 1.06
O 11.536 7.440 10.065 -0.25 -2.16 0.45
C 11.827 8.363 9.074 1.10 2.70 -0.86
C 10.678 9.272 8.763 -0.51 0.23 0.48
C 11.311 6.572 12.324 0.08 -0.42 -0.56
H 12.104 7.934 8.111 0.01 -1.04 0.45
H 12.653 9.038 9.300 0.39 -0.43 0.70
H 10.343 9.868 9.613 -0.25 -0.59 0.44
H 9.914 8.595 8.382 -0.54 0.81 -0.28
H 11.003 10.089 8.119 -0.10 -0.53 -0.80
H 10.886 5.727 11.782 0.23 -0.07 0.08
H 10.599 6.858 13.098 -0.10 0.58 -0.39
H 12.189 6.284 12.901 0.15 -0.17 -0.30
O 21.166 5.158 4.018 -2.05 1.63 0.76
C 20.320 5.958 4.427 1.56 -2.39 -2.39
O 20.598 6.785 5.414 -0.37 0.55 1.74
C 19.435 7.560 5.803 -0.30 0.97 -1.56
C 18.254 6.912 5.091 -0.36 -0.35 -0.19
C 18.910 6.242 3.886 0.17 -0.25 0.70
H 19.577 8.528 5.323 0.20 0.34 0.45
H 19.287 7.683 6.876 0.55 -0.36 -0.11
H 17.517 7.578 4.641 -0.07 0.40 0.84
H 17.775 6.244 5.807 -0.19 -0.33 -0.42
H 18.960 6.982 3.088 0.40 0.03 -0.08
H 18.346 5.408 3.469 0.46 -0.23 0.25
O 5.871 8.685 -5.381 3.64 0.30 -0.83
C 7.027 8.919 -5.787 -4.23 0.25 0.94
O 7.666 10.063 -5.389 0.29 -0.17 0.09
C 8.811 10.352 -6.273 -1.61 -0.60 0.54
C 8.410 9.523 -7.464 2.71 -1.26 -2.09
C 7.791 8.251 -6.905 -0.68 0.56 1.03
H 9.714 10.013 -5.767 0.05 -0.02 -0.15
H 8.854 11.425 -6.462 -0.11 -0.13 0.15
H 9.307 9.175 -7.976 0.41 0.27 -0.18
H 7.900 10.034 -8.281 -0.73 0.08 0.61
H 8.506 7.582 -6.426 0.49 0.19 -0.11
H 7.194 7.606 -7.551 -0.22 0.53 0.03
O 10.369 3.836 -2.044 2.13 0.05 2.02
C 11.206 3.846 -1.134 -3.21 0.23 -2.98
O 12.014 2.790 -0.923 -0.45 0.57 0.38
C 12.494 2.883 0.408 0.09 0.59 1.24
C 12.420 4.390 0.801 1.64 0.03 -0.16
C 11.421 5.002 -0.167 0.72 -0.93 0.09
H 13.476 2.410 0.429 -0.03 0.30 0.15
H 11.836 2.385 1.121 -0.15 -0.62 -0.36
H 13.389 4.833 0.572 0.15 0.00 0.10
H 12.273 4.594 1.861 -0.35 -0.35 -0.09
H 11.944 5.769 -0.739 -0.53 0.26 -0.01
H 10.508 5.372 0.299 -0.01 -0.11 -0.40
O 18.000 16.812 0.964 -1.90 -0.08 2.03
C 17.165 16.803 1.866 1.69 0.16 -1.47
O 15.886 17.210 1.661 0.64 -0.14 -0.62
C 15.063 17.120 2.821 0.87 -0.14 0.14
C 15.993 16.651 3.941 -0.63 0.10 1.28
C 17.364 16.385 3.333 -0.98 0.04 -0.44
H 14.316 16.347 2.642 -0.34 0.50 -0.14
H 14.690 18.127 3.009 -0.47 -0.30 -0.08
H 15.520 15.795 4.424 0.37 -0.29 -0.12
H 16.029 17.384 4.747 0.17 0.21 -0.16
H 17.575 15.317 3.376 0.44 0.16 -0.12
H 18.135 16.980 3.822 0.14 -0.25 -0.31
O 5.217 13.901 7.615 1.56 3.07 2.89
C 5.708 14.811 8.330 -1.09 -2.62 -3.62
O 6.722 15.582 7.819 -0.70 -0.74 0.71
C 7.196 16.489 8.822 1.00 0.77 -0.67
C 6.632 16.056 10.135 -1.71 -1.49 0.75
C 5.320 15.330 9.683 1.00 0.15 0.00
H 6.913 17.494 8.512 -0.18 0.09 0.17
H 8.284 16.435 8.772 0.01 0.07 0.15
H 6.377 16.769 10.919 0.40 0.43 -0.43
H 7.216 15.268 10.611 0.43 0.18 -0.09
H 4.545 16.068 9.477 -0.35 -0.17 0.32
H 5.032 14.526 10.361 -0.36 0.27 -0.19
O 0.026 16.249 4.290 -1.86 -1.48 -3.04
C -0.339 15.692 3.248 1.13 0.22 1.75
O -1.651 15.430 2.857 0.30 0.67 1.77
C -1.737 14.714 1.635 0.91 1.20 -1.10
C -0.385 15.003 1.008 0.88 -1.59 -0.92
C 0.567 15.087 2.163 -0.13 0.99 0.27
H -2.466 15.175 0.968 -0.54 -0.15 0.54
H -1.936 13.649 1.757 0.00 0.09 0.35
H -0.291 15.931 0.445 -0.66 -0.02 -0.04
H -0.085 14.177 0.363 -0.10 0.13 -0.35
H 1.366 15.771 1.876 0.19 -0.11 0.61
H 0.989 14.133 2.479 -0.11 0.04 0.16
O 17.783 5.386 -2.971 0.00 -0.23 0.54
C 17.611 6.120 -3.896 0.24 -0.54 0.80
O 16.466 6.152 -4.564 -1.54 0.10 -0.28
C 16.512 7.057 -5.666 0.50 0.15 -0.09
C 17.781 7.827 -5.499 1.39 1.51 0.03
C 18.603 7.011 -4.529 0.56 0.15 -0.63
H 15.765 7.848 -5.600 -0.90 -1.01 -0.37
H 16.586 6.451 -6.569 -0.79 0.22 -0.12
H 17.576 8.817 -5.094 -0.07 -0.01 0.24
H 18.279 8.042 -6.444 0.05 -0.27 -0.04
H 19.191 7.557 -3.792 0.02 -0.15 -0.21
H 19.216 6.308 -5.093 0.53 0.10 0.13
O 11.556 22.673 -1.888 -1.58 -4.21 0.29
C 11.169 21.475 -1.967 2.56 4.11 -1.89
O 10.026 21.028 -1.486 -0.75 1.02 0.86
C 9.800 19.655 -1.707 0.98 -0.83 -0.91
C 10.806 19.289 -2.823 0.51 0.11 -1.00
C 11.882 20.390 -2.823 -0.97 -0.25 1.91
H 8.781 19.481 -2.054 -0.01 0.22 0.33
H 9.999 19.135 -0.770 -0.14 -0.16 -0.07
H 10.376 19.396 -3.819 -0.63 -0.47 0.16
H 11.265 18.303 -2.752 -0.34 -0.03 0.15
H 12.164 20.742 -3.816 0.03 0.12 0.36
H 12.734 20.027 -2.249 0.33 0.35 -0.21
```
Positions in Å, forces in eV/Å.

No. 2
ORCA calculation (ωB97M-V/def2-TZVPD) on 8 unconnected molecules or ions with the total composition C52H91ClF4N4O23P2 at a distorted geometry.

Values from the calculation:
* orbital gap: 0.238 Eh
* charge: 0
* DFT total energy: -150404.18537 eV
* 2S+1: 1

Structure (XYZ):
```
177
Properties=species:S:1:pos:R:3:forces:R:3
C -4.799 -0.875 9.625 0.17 -0.30 0.84
C -4.898 -2.085 8.508 -0.03 0.56 -0.32
C -3.690 -1.950 7.377 -0.03 0.22 0.43
C -4.173 -1.050 6.060 0.84 0.02 1.19
C -2.815 -0.382 5.359 -0.87 -0.83 -0.02
C -2.619 -0.882 3.809 0.99 0.19 0.70
C -1.014 -0.816 3.474 -0.58 1.12 -0.55
C -0.817 -0.318 1.912 0.17 -0.41 -0.02
C -0.124 -1.471 0.970 0.33 1.01 -0.42
C 0.780 -0.718 -0.185 -0.46 -0.75 -0.34
C 2.132 -1.619 -0.545 0.40 1.06 -1.49
C 3.529 -0.864 -0.070 1.17 -0.52 1.99
C 4.193 -1.311 1.362 1.52 2.95 -3.93
P 3.395 -2.690 2.480 -2.02 2.62 1.46
N 2.343 -2.039 3.563 1.87 0.10 -2.00
C 5.573 -0.508 1.848 -0.86 1.27 -2.85
C 6.209 -0.979 3.285 -0.26 -0.69 -0.32
C 5.339 -0.544 4.606 -0.11 0.64 0.68
C 4.647 0.943 4.520 1.96 5.20 3.42
N 3.509 1.357 3.614 1.73 0.21 1.17
O 5.108 1.897 5.376 -2.91 -5.92 -4.69
C 6.207 0.681 0.906 -3.25 -3.41 1.10
P 7.777 1.701 1.428 0.47 0.32 -1.44
O 9.044 0.661 2.015 -1.42 1.91 1.60
Cl 7.071 2.998 3.000 0.30 -1.37 -0.38
C 5.488 1.083 -0.543 -0.12 0.15 -0.41
N 6.146 2.174 -1.339 -5.27 -2.12 -2.65
C 5.412 2.510 -2.606 -0.96 -2.83 2.71
C 4.058 1.724 -3.048 0.96 -1.26 1.19
C 3.341 2.231 -4.472 -0.11 -1.30 1.50
F 2.412 1.147 -4.895 2.96 3.48 0.69
F 4.367 2.559 -5.515 -3.33 -1.07 2.94
C 2.505 3.604 -4.064 -1.49 -0.31 0.02
F 2.177 3.613 -2.590 0.88 -0.18 -4.54
F 1.219 3.586 -4.808 3.86 0.22 2.39
N 3.374 0.594 -2.331 6.14 4.28 1.54
C 4.143 0.331 -1.066 0.03 -0.62 1.43
H -5.470 0.061 9.382 1.26 -2.00 0.40
H -3.698 -0.477 9.775 -2.14 -0.92 -0.46
H -5.118 -1.329 10.682 0.51 1.20 -2.29
H -4.879 -3.131 9.068 -0.03 2.25 -1.32
H -5.934 -1.933 7.953 2.08 -0.66 1.17
H -2.809 -1.379 7.925 -1.73 -1.13 -1.26
H -3.246 -3.003 7.053 -1.11 2.18 0.58
H -4.875 -0.199 6.517 1.35 -1.87 -1.28
H -4.742 -1.748 5.303 0.98 1.57 1.52
H -1.890 -0.754 5.981 -1.75 0.89 -1.20
H -2.899 0.795 5.409 0.37 -2.43 -0.18
H -2.954 -2.004 3.636 0.30 2.42 0.46
H -3.193 -0.131 3.117 1.00 -1.69 1.19
H -0.549 0.028 4.154 -0.83 -1.80 -1.26
H -0.452 -1.826 3.697 -1.17 2.07 -0.51
H -1.848 -0.024 1.389 2.16 -0.64 1.35
H -0.172 0.665 1.925 -1.07 -2.01 -0.15
H -0.989 -2.043 0.417 1.83 0.80 1.20
H 0.590 -2.210 1.571 -1.80 1.68 -1.03
H 0.103 -0.669 -1.162 1.65 0.07 2.00
H 1.065 0.381 0.123 -0.46 -2.28 -0.56
H 2.150 -1.676 -1.737 0.28 0.10 2.61
H 2.040 -2.726 -0.175 0.33 2.29 -0.42
H 4.421 -3.407 3.193 -0.18 0.10 -1.02
H 2.633 -3.643 1.711 1.20 0.21 -0.09
H 2.373 -1.016 3.360 -0.25 -0.74 0.50
H 7.316 -0.646 3.472 -2.23 -0.40 -0.84
H 6.217 -2.172 3.268 0.10 2.62 -0.04
H 6.114 -0.504 5.513 -1.84 0.19 -2.06
H 4.508 -1.308 4.919 1.41 1.42 -1.01
H 3.120 2.285 3.957 1.07 -1.59 -0.28
H 3.809 1.517 2.626 -0.11 -0.64 1.06
H 9.555 1.216 2.702 -1.06 -1.21 -1.48
H 5.848 3.365 -3.292 -0.93 -2.03 1.65
H 3.175 4.549 -4.299 -1.85 -1.85 0.49
C 1.605 1.430 -8.247 -0.03 0.14 -0.34
C 1.825 -0.047 -7.971 0.38 0.49 0.36
O 1.021 -0.863 -8.832 0.20 -0.34 -0.97
C 1.437 -0.946 -10.119 0.32 0.34 -0.19
O 2.421 -0.404 -10.598 -1.35 -0.83 0.70
O 0.554 -1.723 -10.798 0.65 0.54 0.68
C 0.818 -1.802 -12.198 0.04 -0.08 -0.53
H 0.542 1.680 -8.174 0.09 -0.05 0.16
H 2.165 2.044 -7.537 -0.08 -0.11 -0.01
H 1.925 1.701 -9.258 0.07 -0.12 0.19
H 1.515 -0.271 -6.943 -0.11 -0.18 -0.35
H 2.884 -0.324 -8.055 -0.24 0.05 -0.18
H 1.841 -2.138 -12.391 -0.15 0.22 0.08
H 0.635 -0.829 -12.665 0.20 -0.15 0.06
H 0.127 -2.530 -12.633 0.02 0.13 0.37
C -1.142 -1.885 -5.957 -0.17 -0.33 0.11
C -1.600 -0.638 -5.222 0.76 -0.12 -0.20
O -3.001 -0.692 -4.927 -0.55 -0.48 0.93
C -3.359 -1.528 -3.923 0.35 -0.25 0.00
O -2.606 -2.219 -3.255 -1.01 0.98 -0.81
O -4.710 -1.483 -3.797 1.04 0.12 -0.14
C -5.229 -2.407 -2.842 -0.28 -0.38 0.32
H -1.745 -2.043 -6.857 0.16 0.16 0.01
H -0.091 -1.803 -6.243 -0.13 0.02 -0.02
H -1.258 -2.781 -5.338 0.11 0.21 -0.01
H -1.446 0.236 -5.866 -0.37 -0.09 0.19
H -1.020 -0.468 -4.306 -0.24 -0.15 -0.08
H -4.756 -2.274 -1.863 0.03 -0.09 -0.23
H -5.090 -3.431 -3.202 0.11 0.15 0.17
H -6.301 -2.219 -2.735 0.33 0.09 -0.25
C 0.042 5.655 -6.351 0.24 0.16 0.03
C -0.795 6.568 -7.229 0.00 -0.71 -0.10
O -0.547 7.948 -6.931 0.78 0.67 -0.40
C 0.632 8.443 -7.377 0.30 -0.32 -0.11
O 1.482 7.832 -8.007 -1.20 0.87 0.83
O 0.721 9.740 -6.985 -0.22 -1.01 -0.30
C 1.972 10.351 -7.300 0.43 0.30 -0.10
H -0.124 5.881 -5.293 -0.16 -0.10 -0.13
H -0.208 4.607 -6.534 -0.04 0.16 0.02
H 1.112 5.788 -6.539 -0.20 -0.04 -0.14
H -1.857 6.387 -7.027 0.20 0.38 0.02
H -0.632 6.370 -8.296 0.14 0.17 0.23
H 2.199 10.264 -8.367 -0.01 -0.14 0.24
H 2.767 9.899 -6.697 -0.07 0.00 -0.24
H 1.905 11.412 -7.046 -0.27 -0.28 0.05
C 4.322 -4.679 -5.938 -0.23 0.29 0.09
C 3.978 -6.130 -5.651 0.31 0.17 -0.61
O 3.277 -6.263 -4.408 -1.00 0.08 0.19
C 1.984 -5.860 -4.415 -0.22 0.31 -0.36
O 1.372 -5.410 -5.372 0.86 -0.70 1.34
O 1.484 -6.022 -3.163 0.58 -0.01 -0.97
C 0.154 -5.529 -3.008 -0.54 0.20 0.13
H 4.882 -4.245 -5.104 0.08 -0.14 -0.11
H 4.919 -4.595 -6.850 -0.01 -0.06 0.10
H 3.421 -4.070 -6.064 0.10 -0.20 -0.07
H 4.904 -6.707 -5.556 -0.32 0.01 0.29
H 3.401 -6.581 -6.468 -0.06 0.19 0.26
H -0.523 -5.975 -3.743 0.20 0.19 0.04
H 0.151 -4.438 -3.090 -0.11 -0.19 -0.14
H -0.194 -5.802 -2.008 0.34 -0.06 -0.16
C -8.103 -0.376 -1.979 -0.14 -0.29 0.08
C -8.560 0.872 -1.244 0.69 -0.07 -0.15
O -9.962 0.818 -0.949 -0.49 -0.46 0.85
C -10.319 -0.019 0.055 0.29 -0.32 0.11
O -9.566 -0.710 0.724 -1.03 1.02 -0.87
O -11.670 0.026 0.181 1.08 0.12 -0.16
C -12.189 -0.897 1.137 -0.27 -0.31 0.34
H -8.705 -0.534 -2.879 0.13 0.16 0.01
H -7.051 -0.293 -2.264 -0.15 0.15 0.01
H -8.218 -1.271 -1.360 0.07 0.21 0.03
H -8.406 1.745 -1.888 -0.37 -0.12 0.19
H -7.980 1.041 -0.328 -0.25 -0.18 -0.10
H -11.716 -0.764 2.115 0.04 -0.10 -0.25
H -12.051 -1.921 0.776 0.10 0.15 0.18
H -13.261 -0.709 1.243 0.26 0.17 -0.24
C -6.549 5.866 6.817 -0.24 -0.02 -0.31
C -5.847 4.646 7.389 0.35 0.61 -0.04
O -6.683 3.484 7.321 -0.11 -0.67 -0.77
C -6.831 2.938 6.090 0.10 0.23 -0.43
O -6.317 3.335 5.056 -0.65 -0.60 1.47
O -7.670 1.876 6.197 0.73 0.85 0.11
C -7.998 1.274 4.946 -0.16 -0.31 -0.46
H -7.511 6.023 7.314 0.18 0.02 0.10
H -5.933 6.760 6.940 -0.04 -0.10 0.06
H -6.761 5.742 5.750 0.18 -0.02 0.17
H -5.632 4.820 8.450 -0.21 -0.35 -0.16
H -4.886 4.459 6.893 -0.31 -0.06 -0.05
H -7.097 0.987 4.396 -0.16 0.20 0.08
H -8.611 1.961 4.353 0.23 -0.09 0.00
H -8.583 0.373 5.146 0.15 0.26 0.24
C 8.434 -1.255 9.971 0.25 -0.30 0.05
C 7.288 -1.377 8.981 -0.14 0.40 0.69
O 7.678 -2.127 7.823 -0.01 -1.08 -0.22
C 7.791 -3.465 8.001 0.01 -0.18 0.59
O 7.585 -4.077 9.038 0.24 0.87 -1.55
O 8.194 -4.014 6.827 -0.38 0.56 0.77
C 8.458 -5.414 6.908 0.11 -0.54 -0.04
H 9.317 -0.830 9.485 -0.17 0.11 0.03
H 8.151 -0.620 10.814 -0.01 -0.01 -0.13
H 8.730 -2.232 10.364 -0.19 0.14 -0.03
H 7.008 -0.377 8.630 0.09 -0.34 -0.26
H 6.395 -1.817 9.443 0.28 -0.10 -0.14
H 7.594 -5.959 7.300 0.21 0.17 0.07
H 9.342 -5.589 7.530 -0.26 -0.03 0.01
H 8.668 -5.779 5.899 -0.07 0.36 0.12
```
Positions in Å, forces in eV/Å.